No. 1
The following is a DFT calculation (ωB97M-V/def2-TZVPD) of C44H36N4O4P2PdS2 as an isolated structure.

Summary:
- HOMO (alpha / beta): -7.745 / -7.790 eV
- Electronic energy: -104091.552 eV
- Charge: 0
- Relative energy (zero: lowest compared OMol25 entry of this formula, charge and spin): 0.151 eV
- Multiplicity: 3
- Gap between HOMO and LUMO (alpha / beta): 7.317 / 6.412 eV
- LUMO level (alpha / beta): -0.429 / -1.378 eV

Last column: Löwdin charge in e.
Atoms and positions in Å:
Pd1 -2.19940 0.08858 0.65202  0.94
O1 -2.85443 -2.05127 4.07351  0.07
C1 -2.84090 -1.56203 2.96136  -0.60
O2 -2.54365 -0.34665 2.66064  -0.14
C2 -3.26335 -2.42890 1.77554  -0.17
C3 -3.75329 -3.73550 1.98094  0.02
C4 -4.18576 -4.44295 0.90058  0.01
C5 -4.15526 -3.85555 -0.38780  -0.16
C6 -4.61819 -4.52189 -1.54683  -0.03
C7 -4.56919 -3.90349 -2.76216  -0.07
C8 -4.06441 -2.58778 -2.87165  -0.07
C9 -3.60664 -1.92137 -1.77262  -0.02
C10 -3.63955 -2.55063 -0.51001  -0.21
N1 -3.18157 -1.88298 0.58680  0.07
H1 -3.76830 -4.11565 2.99115  0.12
H2 -4.56802 -5.45085 1.01082  0.12
H3 -5.01183 -5.52552 -1.44986  0.11
H4 -4.92545 -4.41414 -3.64632  0.10
H5 -4.04583 -2.10379 -3.83868  0.11
H6 -3.24232 -0.90036 -1.83677  0.09
C11 1.63335 -0.11186 -0.45635  -0.49
P1 0.06230 -0.76838 0.24039  1.01
C12 -0.21939 -2.14954 -0.92570  -0.36
C13 -0.57781 -3.42345 -0.49079  -0.11
C14 -0.86432 -4.42619 -1.40512  -0.07
C15 -0.81032 -4.16942 -2.76607  -0.08
C16 -0.48236 -2.89749 -3.21137  -0.08
C17 -0.19576 -1.89526 -2.29870  -0.10
C18 0.62452 -1.54070 1.78532  -0.36
C19 1.42045 -2.68830 1.78248  -0.11
C20 1.85672 -3.23784 2.97502  -0.08
C21 1.50874 -2.64005 4.18067  -0.07
C22 0.74716 -1.48373 4.18811  -0.06
C23 0.30771 -0.92963 2.99392  -0.09
P2 2.45881 1.44940 0.12072  1.06
C24 4.07661 1.21175 -0.73010  -0.38
C25 5.15008 1.96478 -0.24634  -0.11
C26 6.38784 1.92083 -0.86069  -0.08
C27 6.58184 1.12689 -1.98484  -0.10
C28 5.52683 0.38361 -2.48242  -0.09
C29 4.28405 0.42409 -1.85877  -0.10
C30 2.97494 1.01665 1.82530  -0.39
C31 2.55192 1.83537 2.86582  -0.10
C32 2.95626 1.57757 4.17060  -0.08
C33 3.78906 0.50440 4.43910  -0.09
C34 4.22189 -0.31573 3.40291  -0.08
C35 3.81859 -0.05810 2.10545  -0.10
H7 1.46642 0.03307 -1.52445  0.02
H8 2.32372 -0.95700 -0.34911  0.06
H9 -0.63932 -3.63810 0.56878  0.10
H10 -1.13822 -5.41015 -1.04790  0.11
H11 -1.03418 -4.95400 -3.47635  0.11
H12 -0.45776 -2.68069 -4.27156  0.11
H13 0.02776 -0.90318 -2.67056  0.10
H14 1.70033 -3.15756 0.84668  0.11
H15 2.46709 -4.13112 2.96477  0.10
H16 1.83870 -3.07598 5.11439  0.11
H17 0.47736 -1.01075 5.12202  0.12
H18 -0.29387 -0.02726 3.01079  0.10
H19 5.01314 2.58500 0.63216  0.11
H20 7.20520 2.50734 -0.46289  0.10
H21 7.55001 1.09034 -2.46627  0.10
H22 5.66534 -0.23867 -3.35702  0.10
H23 3.48467 -0.17600 -2.27118  0.09
H24 1.89081 2.66469 2.65478  0.09
H25 2.61757 2.21890 4.97325  0.10
H26 4.10400 0.30287 5.45482  0.10
H27 4.87299 -1.15515 3.60915  0.10
H28 4.17966 -0.68866 1.30004  0.11
N2 1.05112 6.29050 -3.73858  0.10
C36 0.49897 5.58142 -2.68887  -0.32
C37 0.71648 4.20260 -2.57605  -0.03
C38 0.19910 3.50118 -1.50956  -0.09
C39 -0.54044 4.15862 -0.53171  -0.30
C40 -0.76572 5.52234 -0.63627  -0.06
C41 -0.24625 6.23112 -1.70603  -0.03
S1 -1.20979 3.25648 0.82405  0.54
O3 -0.16013 2.47941 1.43588  -0.37
O4 -1.94468 4.20008 1.62467  -0.32
N3 -2.18508 2.15901 0.15915  -0.27
C42 -3.44100 2.46176 -0.29294  -0.73
S2 -4.14333 4.03468 -0.46875  1.06
C43 -5.56960 3.29298 -1.09674  -0.41
C44 -5.42476 1.94974 -1.10740  -0.26
N4 -4.21862 1.47429 -0.65770  -0.01
H29 1.32425 5.76868 -4.55296  0.09
H30 0.65822 7.19409 -3.93747  0.09
H31 1.30567 3.69352 -3.32894  0.11
H32 0.37587 2.43890 -1.41674  0.07
H33 -1.34132 6.02086 0.12971  0.11
H34 -0.41582 7.29785 -1.78154  0.11
H35 -6.42057 3.87821 -1.39541  0.06
H36 -6.17629 1.24680 -1.43330  0.10

***

No. 2
The following is a DFT calculation (ωB97M-V/def2-TZVPD) of C44H36NO4P2SY as an isolated structure in a non-equilibrium geometry.

Summary:
- HOMO: -13.770 eV
- Electronic energy: -86330.070 eV
- Charge: +2
- Relative energy (zero: lowest compared OMol25 entry of this formula, charge and spin): 4.410 eV
- Gap between HOMO and LUMO: 6.778 eV
- LUMO level: -6.992 eV

Last column: Löwdin charge in e.
Atoms and positions in Å:
Y1 -0.15148 0.31107 -0.42448  1.16
P1 0.20029 -1.86335 -1.76571  0.98
C1 1.50339 -0.45674 0.81876  -0.13
O1 2.26724 -0.97627 1.50581  0.19
P2 0.77025 2.63835 0.08545  0.97
C2 0.58788 -3.29932 -0.69779  -0.38
C3 1.21510 -2.07782 -3.24886  -0.39
C4 -1.56466 -2.09801 -2.29977  -0.35
C5 -0.79381 3.43609 0.68490  -0.36
C6 1.92690 2.86896 1.47707  -0.38
C7 1.40233 3.64523 -1.28835  -0.39
C8 -0.41584 -4.17613 -0.25797  -0.11
C9 -0.06722 -5.27780 0.52518  -0.06
C10 1.26597 -5.44128 0.91273  -0.04
C11 2.26021 -4.51453 0.55007  -0.04
C12 1.91325 -3.42603 -0.24841  -0.12
H1 -1.44533 -4.02859 -0.60790  0.11
H2 -0.85547 -5.98851 0.80187  0.13
H3 1.52842 -6.29213 1.53500  0.12
H4 3.29872 -4.63914 0.87350  0.12
H5 2.65072 -2.67480 -0.55481  0.11
C13 -2.58065 -1.70703 -1.40166  -0.17
C14 -3.91892 -1.98203 -1.69291  -0.06
C15 -4.23844 -2.53073 -2.94211  -0.03
C16 -3.23454 -2.81708 -3.88271  -0.03
C17 -1.88875 -2.58769 -3.56799  -0.05
H6 -2.31199 -1.21941 -0.44790  0.03
H7 -4.69626 -1.78288 -0.94628  0.12
H8 -5.28165 -2.72658 -3.18678  0.12
H9 -3.47874 -3.23172 -4.86269  0.12
H10 -1.06970 -2.79060 -4.26292  0.11
C18 1.60612 -3.37221 -3.61590  -0.08
C19 2.37688 -3.55857 -4.76796  -0.04
C20 2.75500 -2.43679 -5.51549  -0.04
C21 2.38171 -1.13346 -5.13731  -0.06
C22 1.60983 -0.93713 -3.99397  -0.10
H11 1.29753 -4.22222 -3.00160  0.12
H12 2.65934 -4.58040 -5.04952  0.12
H13 3.35023 -2.58827 -6.41106  0.12
H14 2.68950 -0.27677 -5.74210  0.12
H15 1.30333 0.07278 -3.68272  0.09
C23 3.15749 3.51335 1.28962  -0.07
C24 4.01704 3.64225 2.38209  -0.05
C25 3.66616 3.07347 3.61922  -0.04
C26 2.46198 2.37610 3.78784  -0.04
C27 1.59081 2.28629 2.70285  -0.12
H16 3.37705 3.93320 0.30375  0.11
H17 4.94795 4.19820 2.24832  0.12
H18 4.33879 3.17943 4.46592  0.12
H19 2.19510 1.90444 4.73951  0.12
H20 0.65852 1.72489 2.77467  0.08
C28 -2.04905 2.98111 0.19728  -0.12
C29 -3.20591 3.63046 0.64136  -0.06
C30 -3.10761 4.68661 1.56558  -0.04
C31 -1.87072 5.11466 2.06733  -0.03
C32 -0.70736 4.47126 1.62743  -0.07
H21 -2.11822 2.15470 -0.54687  0.06
H22 -4.18679 3.31846 0.26366  0.12
H23 -4.00749 5.19287 1.90414  0.12
H24 -1.77632 5.93775 2.78714  0.13
H25 0.27911 4.76456 1.99843  0.12
C33 0.98331 4.97057 -1.45388  -0.06
C34 1.54620 5.73974 -2.47744  -0.04
C35 2.49047 5.15427 -3.33073  -0.04
C36 2.87459 3.81000 -3.19012  -0.06
C37 2.32114 3.03589 -2.17433  -0.12
H26 0.24124 5.38494 -0.76842  0.11
H27 1.24126 6.78600 -2.58583  0.12
H28 2.92996 5.75872 -4.12015  0.12
H29 3.61686 3.37516 -3.86131  0.12
H30 2.60498 1.98282 -2.04854  0.10
H31 -3.90193 1.63919 -2.64220  0.01
H32 -3.49709 1.83910 -3.24472  0.03
O2 0.76621 -0.12056 3.54030  -0.02
C38 -0.37480 -0.46771 3.11720  -0.55
N1 -0.84042 -0.43846 1.85659  -0.06
S1 -2.12355 -2.18501 1.90873  0.88
O3 -3.33658 -2.43382 1.07644  -0.31
O4 -0.99239 -3.08383 1.87112  -0.28
C39 -2.40953 -1.81596 3.62031  -0.24
C40 -3.18008 -2.66513 4.42951  -0.03
C41 -2.84125 -2.81531 5.78777  -0.03
C42 -1.68015 -2.21114 6.31859  -0.02
C43 -0.85948 -1.43261 5.48466  0.02
C44 -1.22564 -1.24738 4.13086  -0.13
H33 -4.04482 -3.16216 3.99367  0.12
H34 -3.45814 -3.42839 6.44963  0.12
H35 -1.41322 -2.33194 7.37304  0.12
H36 0.07562 -0.98155 5.85525  0.13

***

No. 3
The following is a DFT calculation (ωB97M-V/def2-TZVPD) of C44H37CdF3N4O3SSb as an isolated structure.

Summary:
- HOMO: -4.776 eV
- Electronic energy: -88425.036 eV
- Charge: -1
- Relative energy (zero: lowest compared OMol25 entry of this formula, charge and spin): 0.000 eV
- Gap between HOMO and LUMO: 7.213 eV
- LUMO level: 2.437 eV

Last column: Löwdin charge in e.
Atoms and positions in Å:
Cd1 1.83913 0.17374 0.36080  1.28
O1 1.52772 -2.01402 0.60903  -0.30
C1 1.69224 -2.70892 1.69906  -0.41
C2 1.79406 -4.11618 1.57423  -0.04
C3 1.85868 -4.95286 2.66580  -0.10
C4 1.85108 -4.43535 3.96227  -0.12
C5 1.80166 -3.06406 4.11038  -0.08
C6 1.73088 -2.18064 3.02591  -0.17
C7 1.71852 -0.76241 3.39466  -0.10
N1 1.71723 0.21387 2.57742  -0.09
N2 1.75561 1.50350 3.09720  0.04
C8 2.32371 2.33394 2.24383  -0.53
O2 2.88021 2.06073 1.13490  -0.17
C9 2.31209 3.76894 2.68142  -0.15
C10 1.34449 4.25510 3.55415  -0.04
C11 1.35367 5.58964 3.93257  -0.10
C12 2.33126 6.44810 3.44573  -0.11
C13 3.29545 5.96648 2.56991  -0.10
C14 3.27923 4.63400 2.18263  -0.03
H1 1.78781 -4.51487 0.56734  0.10
H2 1.91419 -6.02462 2.50971  0.10
H3 1.89699 -5.08546 4.82569  0.09
H4 1.81220 -2.63459 5.10721  0.10
H5 1.75165 -0.52756 4.46181  0.12
H6 0.59497 3.57180 3.92818  0.10
H7 0.59023 5.96298 4.60424  0.10
H8 2.33691 7.48959 3.74307  0.09
H9 4.05734 6.63215 2.18270  0.09
H10 4.00553 4.24280 1.48238  0.11
C15 1.15939 -1.12959 -4.71952  -0.09
C16 1.86017 0.21497 -4.82683  -0.27
N3 1.24026 1.22335 -3.97741  -0.13
C17 0.23501 2.06927 -4.61974  -0.21
C18 0.85275 3.30457 -5.25403  -0.07
C19 1.56901 1.38778 -2.68835  -0.75
S1 2.79080 0.36273 -2.01894  0.58
N4 1.00625 2.44091 -2.07344  0.10
C20 0.37561 2.38770 -0.92181  -0.50
O3 -0.00407 1.35300 -0.31248  -0.17
C21 0.01024 3.69863 -0.29242  -0.14
C22 0.70134 4.86340 -0.60478  -0.03
C23 0.37423 6.05368 0.02549  -0.09
C24 -0.66035 6.08974 0.95180  -0.10
C25 -1.35224 4.92799 1.26431  -0.09
C26 -1.00610 3.73102 0.65419  -0.02
H11 1.61652 -1.85023 -5.39901  0.07
H12 0.10286 -1.03803 -4.97851  0.07
H13 1.23555 -1.50898 -3.70023  0.03
H14 1.80238 0.59053 -5.85112  0.11
H15 2.91251 0.12617 -4.56576  0.07
H16 -0.50461 2.35708 -3.87783  0.11
H17 -0.26676 1.45114 -5.36817  0.11
H18 1.30704 3.92259 -4.48052  0.07
H19 0.09073 3.89206 -5.76775  0.07
H20 1.62117 3.03572 -5.98118  0.07
H21 1.50943 4.81336 -1.32173  0.11
H22 0.93518 6.95311 -0.19480  0.10
H23 -0.91316 7.02076 1.44334  0.10
H24 -2.14541 4.94934 2.00120  0.10
H25 -1.49830 2.80377 0.91626  0.10
F1 -6.83553 -3.23322 -2.87858  0.03
C27 -5.58863 -2.91422 -2.44597  -0.29
C28 -4.64018 -2.53753 -3.37081  -0.03
C29 -3.37057 -2.21061 -2.90610  -0.14
C30 -3.04115 -2.25913 -1.55245  -0.37
C31 -4.04244 -2.63848 -0.65849  -0.11
C32 -5.31873 -2.97054 -1.09437  -0.02
Sb1 -0.97123 -1.86958 -0.96862  1.54
C33 -1.56503 -1.40929 1.03537  -0.39
C34 -2.17138 -0.16338 1.21273  -0.14
C35 -2.58110 0.27081 2.46350  -0.01
C36 -2.36997 -0.56115 3.54485  -0.28
F2 -2.76049 -0.14305 4.77494  0.04
C37 -1.76910 -1.79361 3.42136  -0.01
C38 -1.36083 -2.20660 2.15698  -0.12
C39 -0.59737 -3.97335 -0.85209  -0.39
C40 -1.24739 -4.87584 -0.01325  -0.11
C41 -0.93874 -6.22908 -0.02629  -0.01
C42 0.03129 -6.67126 -0.90115  -0.29
F3 0.34136 -7.99169 -0.91907  0.04
C43 0.69245 -5.82214 -1.76097  -0.02
C44 0.36913 -4.47032 -1.72437  -0.14
H26 -4.89545 -2.49933 -4.42097  0.11
H27 -2.62218 -1.91006 -3.63250  0.08
H28 -3.83912 -2.66742 0.40658  0.09
H29 -6.09784 -3.26439 -0.40360  0.11
H30 -2.32117 0.49205 0.36150  0.09
H31 -3.04006 1.23904 2.61131  0.11
H32 -1.60005 -2.40560 4.29685  0.12
H33 -0.85048 -3.15666 2.07673  0.09
H34 -2.02867 -4.53823 0.65433  0.09
H35 -1.43495 -6.93280 0.62800  0.12
H36 1.44598 -6.21295 -2.43104  0.11
H37 0.90746 -3.79375 -2.37872  0.09